The following is a quantum chemistry calculation of 8 unconnected molecules or ions with the total composition C47H102BF4N5O6 at a distorted geometry, from OMol25.

Geometry as XYZ:
```
165
Properties=species:S:1:pos:R:3:forces:R:3:lowdin_charge:R:1
C 8.0712 1.3117 4.7362 0.3776 0.4853 0.2912 -0.09
C 7.6695 -0.0723 4.2668 -0.0157 -0.3293 -0.0937 -0.24
C 6.8990 0.0492 2.9629 -1.2674 -1.3816 -0.1645 -0.09
N 5.8506 -1.0939 2.5644 -0.5171 -0.5144 1.6546 -0.23
C 5.3080 -0.7435 1.1598 0.6739 0.9426 1.7874 -0.12
C 4.0843 -1.4429 0.7108 -0.3286 -1.4420 -0.1386 -0.17
C 3.0014 -1.6176 1.8288 0.1809 -0.4828 -1.6748 -0.15
C 3.5788 -2.1597 3.1291 -0.1852 1.2795 -0.4570 -0.15
C 4.6661 -1.1927 3.6151 1.2732 0.5766 -0.8433 -0.06
C 6.5071 -2.4540 2.6057 0.6517 0.7901 -0.6568 0.02
H 7.2219 1.8984 5.0865 -0.1280 -0.2225 0.2347 0.08
H 8.5461 1.9590 3.9990 0.1848 -0.3487 -0.2988 0.09
H 8.7846 1.1751 5.5489 -0.1052 0.2941 0.0755 0.09
H 7.1696 -0.5459 5.1117 -0.3884 -0.1386 -0.2417 0.11
H 8.5565 -0.6716 4.0611 0.0674 -0.0227 0.1651 0.12
H 7.6585 -0.0077 2.1831 -0.4255 0.4338 -0.3785 0.14
H 6.2800 0.9461 2.9443 0.2356 0.0784 -0.2035 0.12
H 4.9312 0.2733 1.2704 1.0811 0.5106 -0.0318 0.11
H 6.2057 -0.8919 0.5596 -0.3664 0.4980 -0.5038 0.14
H 3.7104 -0.9520 -0.1877 -0.2427 0.5835 0.2611 0.09
H 4.4327 -2.3554 0.2270 -0.5020 -0.8526 0.5666 0.12
H 2.3766 -0.7401 1.9952 0.4101 0.4447 0.0244 0.11
H 2.2763 -2.3047 1.3926 -0.0606 -0.3007 0.2569 0.11
H 2.7421 -2.1207 3.8266 0.3616 -0.3648 0.3203 0.10
H 3.9199 -3.1805 2.9568 0.0619 0.0530 0.5183 0.12
H 4.3653 -0.1489 3.7055 -0.6752 -0.0720 -0.1215 0.13
H 5.1268 -1.4153 4.5776 0.0073 -0.4024 -0.1899 0.12
H 7.4694 -2.3484 2.1049 -0.0852 -0.2181 -0.3162 0.11
H 5.8704 -3.1733 2.0906 0.2336 0.0216 0.2104 0.10
H 6.7547 -2.7455 3.6264 -0.4588 0.0747 -0.0113 0.12
C 1.0958 -4.2210 4.5975 -0.2543 0.8021 -0.3351 -0.09
C -0.1351 -3.2847 4.3637 1.2668 -0.9692 -0.5150 -0.21
C -1.3353 -4.1928 4.2489 -0.1636 0.0433 -1.0997 -0.14
N -2.3198 -3.8490 3.1037 -0.8467 -0.5982 1.9032 -0.18
C -1.7026 -3.9665 1.6399 -1.6068 1.5238 1.2064 -0.10
C -1.4621 -5.3530 1.1754 -0.1337 -1.0110 0.5670 -0.16
C -2.5959 -6.3940 1.4560 1.6215 0.5736 0.2493 -0.14
C -3.0351 -6.3719 2.9126 -0.7286 0.8935 -1.0316 -0.15
C -3.4550 -4.9267 3.3139 -0.2783 0.1825 -0.3389 -0.06
C -2.8554 -2.4076 3.3190 0.9904 -0.7407 -1.2045 0.06
H 1.8520 -3.5880 5.0618 0.3354 -0.6029 0.1107 0.05
H 1.4774 -4.6840 3.6875 0.0564 0.2779 -0.2635 0.07
H 0.8482 -5.0827 5.2173 -0.0418 0.3391 0.4375 0.08
H -0.0654 -2.6939 3.4504 0.4503 -0.0481 -0.1315 0.08
H -0.0819 -2.5480 5.1653 -0.9240 -0.1879 0.1691 0.12
H -1.7694 -4.2965 5.2433 -0.9469 0.2332 -0.3990 0.15
H -1.0883 -5.2106 3.9470 0.6929 0.1441 0.2618 0.10
H -0.7930 -3.3662 1.6227 0.0288 0.0197 0.2834 0.11
H -2.4205 -3.4119 1.0357 -0.1454 -0.1485 0.1547 0.10
H -0.5313 -5.5969 1.6874 0.1823 -0.8879 -0.1843 0.11
H -1.2768 -5.3326 0.1014 0.1153 0.0846 0.0103 0.10
H -2.1567 -7.3790 1.2978 -0.2403 -0.0352 -0.5532 0.12
H -3.4226 -6.1875 0.7764 -0.1073 -0.2032 0.0812 0.13
H -2.3269 -6.8358 3.5991 0.3929 0.4306 -0.0108 0.11
H -3.8511 -7.0939 2.9423 -0.6028 0.5649 0.3815 0.13
H -3.8279 -4.9916 4.3361 0.7396 0.7157 0.3861 0.13
H -4.2800 -4.4241 2.8092 -0.1634 -0.8985 -0.8025 0.13
H -3.1567 -2.2231 4.3501 0.1559 -0.2563 -0.1402 0.12
H -3.6298 -2.1325 2.6031 -0.3078 -0.5354 0.0893 0.12
H -1.9996 -1.8217 2.9834 -0.0757 0.4486 0.5699 0.08
C -1.9753 4.5991 -6.6732 -0.8077 -0.0129 0.9415 -0.08
C -2.6315 5.2040 -5.4174 0.4549 0.5530 0.8793 -0.24
C -3.0410 4.1042 -4.4254 -0.8397 0.1835 -0.0756 -0.14
N -3.7013 4.4710 -3.0815 1.6250 -0.6717 -0.1001 -0.25
C -4.3062 3.1443 -2.5022 0.1019 0.7872 -1.2753 -0.09
C -4.7332 3.2838 -1.0899 -0.2674 -1.1676 1.0505 -0.16
C -3.5852 3.6596 -0.1743 0.3425 1.6686 -0.2469 -0.15
C -2.9777 5.0235 -0.6541 -0.2436 -0.8782 -0.8391 -0.13
C -2.5642 5.0374 -2.1698 -1.0870 -0.4849 0.9392 -0.07
C -4.8361 5.4233 -3.2674 1.0079 0.0670 -0.0315 0.03
H -2.7222 3.9282 -7.0975 0.3006 0.0585 -0.6226 0.08
H -1.1074 4.0108 -6.3753 0.0639 -0.0222 -0.0908 0.07
H -1.6514 5.3984 -7.3396 -0.2239 -0.2740 -0.1525 0.09
H -3.4952 5.8360 -5.6243 -0.0871 -0.2284 -0.4655 0.11
H -1.9115 5.9042 -4.9938 0.1365 -0.0391 0.3918 0.10
H -2.2025 3.4571 -4.1681 -0.1035 -0.0597 -0.0902 0.12
H -3.8257 3.5351 -4.9238 0.1559 -0.3766 -0.0616 0.13
H -3.6211 2.3173 -2.6889 0.4695 0.2940 0.2554 0.14
H -5.1479 2.9599 -3.1698 -0.1218 -0.0187 0.0799 0.13
H -5.0492 2.2827 -0.7964 -0.2086 -0.1903 0.0691 0.14
H -5.6518 3.8616 -0.9880 0.2425 0.3805 0.1629 0.14
H -2.8336 2.8718 -0.1243 0.1497 -0.0982 -0.4343 0.09
H -3.8523 3.8125 0.8713 -0.6802 -0.0890 -0.0535 0.12
H -2.1495 5.2225 0.0261 0.3110 0.4178 -0.4552 0.09
H -3.6944 5.8402 -0.5678 -0.1386 -0.0932 0.4963 0.12
H -1.6904 4.4109 -2.3489 -0.0919 -0.0726 -0.0726 0.10
H -2.3737 6.0544 -2.5126 0.0383 -0.0880 -0.0875 0.12
H -5.5189 4.9713 -3.9869 -0.2792 0.0236 0.4256 0.12
H -4.4369 6.3270 -3.7277 -0.1164 0.1148 0.3222 0.10
H -5.2214 5.6006 -2.2633 -0.4678 0.1608 -0.4677 0.11
C -2.9721 -4.9139 -4.8702 1.3440 -0.1462 -0.5287 -0.07
C -1.6655 -4.5129 -4.1021 -1.9647 1.0346 -0.7023 -0.21
C -1.6323 -2.9645 -4.0607 1.3648 -0.7272 1.7408 -0.07
N -0.4525 -2.5371 -3.0810 -0.3690 1.1473 -1.1749 -0.20
C -0.3973 -0.9802 -3.2013 1.2902 -0.2072 -0.3713 -0.11
C 0.7733 -0.3993 -2.4467 -0.4039 -1.3342 1.2250 -0.18
C 2.1217 -1.0842 -2.8917 -1.9264 0.5727 -0.0086 -0.14
C 2.0454 -2.6309 -2.8159 1.2126 0.1946 1.6856 -0.17
C 0.8444 -3.2871 -3.4689 -0.4904 1.5370 -0.5784 -0.09
C -0.7744 -2.9061 -1.6339 0.0801 -0.6797 -1.4181 0.03
H -2.9981 -6.0036 -4.8698 -0.5464 0.1009 0.1311 0.08
H -2.8369 -4.6273 -5.9131 -0.0016 0.0189 -0.1938 0.07
H -3.8990 -4.4422 -4.5441 0.2404 -0.2967 0.6180 0.08
H -0.7850 -4.9193 -4.5997 -0.2039 0.0118 -0.2016 0.10
H -1.7380 -4.9459 -3.1044 -0.0185 0.2723 0.1197 0.10
H -2.5124 -2.5022 -3.6138 -0.1885 -0.4581 0.1554 0.13
H -1.4484 -2.4202 -4.9870 0.2690 -0.5016 -0.1949 0.13
H -0.0996 -0.5714 -4.1668 -0.9064 -1.2660 -1.0515 0.13
H -1.3513 -0.5347 -2.9189 -0.0250 -0.4826 0.2669 0.14
H 0.6318 0.6805 -2.4925 0.7020 0.1228 -0.3796 0.10
H 0.5011 -0.6239 -1.4154 0.8426 0.1802 0.5381 0.08
H 2.3405 -0.8860 -3.9409 -0.0532 0.5440 -0.0769 0.11
H 2.8998 -0.6214 -2.2846 0.3525 -0.5388 -0.0761 0.08
H 3.0066 -2.9471 -3.2212 -0.3013 -0.4878 -0.6196 0.12
H 2.1801 -2.9604 -1.7857 -0.4652 0.0770 0.3782 0.10
H 1.0438 -3.2231 -4.5386 -0.7020 0.2355 -0.2518 0.14
H 0.5860 -4.3296 -3.2830 0.7489 0.1979 0.4665 0.12
H -1.8461 -2.7564 -1.5024 0.2409 0.4671 0.4824 0.10
H -0.0527 -2.4058 -0.9884 -0.6741 0.1223 0.1210 0.09
H -0.6051 -3.9811 -1.5725 0.0187 0.0787 0.1006 0.09
C -0.8357 3.9822 2.4528 0.8469 -0.6104 -0.3888 -0.04
C 0.0881 3.3938 1.3711 -0.2411 -0.4406 -1.6263 -0.23
C 1.4706 4.0253 1.1874 0.2648 -0.5952 0.2307 -0.07
N 2.4020 3.4140 0.0771 -0.2986 -0.6927 -0.7984 -0.23
C 1.6926 3.3859 -1.2869 -0.2834 1.2653 0.1221 -0.09
C 1.4480 4.8457 -1.8656 0.0422 -1.9071 1.2744 -0.14
C 2.8298 5.5123 -1.9990 -1.3068 -0.3888 -0.9434 -0.16
C 3.6177 5.5055 -0.6857 0.0050 0.7298 0.1870 -0.15
C 3.7243 4.1567 -0.0018 -0.0979 -0.1544 -1.0791 -0.12
C 2.7779 1.9491 0.3140 -1.0098 1.3856 -0.2292 0.01
H -1.7693 3.4208 2.4179 0.0409 -0.0350 0.1541 0.09
H -1.0767 5.0287 2.2661 0.2326 0.0508 0.2486 0.08
H -0.3452 3.8048 3.4099 -0.3735 0.4251 0.2422 0.08
H -0.4354 3.4614 0.4174 -0.1750 0.3663 -0.2316 0.08
H 0.1594 2.3078 1.4321 0.1458 -0.1336 0.6609 0.10
H 2.0569 3.8778 2.0944 0.1093 0.2913 0.0811 0.13
H 1.3693 5.0869 0.9623 0.2868 -0.0742 -0.0154 0.13
H 0.8301 2.7289 -1.1751 -0.4815 0.5625 0.3757 0.11
H 2.2796 2.7838 -1.9804 0.7049 0.4435 -0.0042 0.13
H 0.7572 5.4278 -1.2556 0.1156 -0.0936 0.4590 0.11
H 0.8572 4.6664 -2.7639 0.5769 0.2805 -0.5123 0.11
H 2.6436 6.4872 -2.4496 0.4291 0.3374 0.5386 0.12
H 3.2829 4.9593 -2.8218 0.7493 -0.1212 0.2485 0.12
H 3.2393 6.2307 0.0347 -0.4988 0.0847 -0.1237 0.12
H 4.6284 5.8837 -0.8390 0.1419 -0.2354 -0.2189 0.13
H 4.2160 4.2072 0.9696 -0.4843 0.0855 0.2142 0.14
H 4.3611 3.5110 -0.6065 -0.0164 -0.0666 -0.1410 0.13
H 3.3723 1.5937 -0.5277 0.4197 0.3867 0.1888 0.09
H 1.8395 1.4075 0.1950 0.0398 -0.3819 1.1090 0.10
H 3.3227 1.9923 1.2572 -0.3298 -0.8563 0.0576 0.10
B -1.6780 -0.0546 0.6847 -0.9995 0.9444 0.6030 -1.43
F -1.4886 0.8617 -0.3301 0.6658 1.4303 -1.6949 0.11
F -0.3990 -0.2685 1.2378 0.7315 -0.6787 0.4485 0.08
F -2.5675 0.4704 1.5906 0.2405 0.3962 0.9397 0.16
F -2.2616 -1.1554 0.1451 0.1015 -1.9319 -0.5492 0.16
O -4.7263 -3.4489 0.2446 1.5241 1.4545 2.9003 0.10
C -5.1206 -4.2127 -0.7201 -7.2640 -4.0337 -3.1326 -0.95
O -4.4057 -4.2375 -1.7333 3.6197 0.4406 -1.8165 -0.06
O -6.2319 -4.7852 -0.7102 0.7562 0.2884 1.4124 -0.02
H -3.9510 -3.3631 -0.3149 2.0810 1.9635 0.6030 0.04
O -5.4887 1.3046 2.2686 1.7756 -2.2000 -1.6642 0.04
C -6.3927 2.1589 2.7309 -2.2856 0.5614 1.5820 -0.98
O -5.9048 3.2468 3.0302 1.7326 3.3258 0.1766 -0.08
O -7.5385 1.8093 2.9019 -1.7920 -1.2280 -0.3074 0.00
H -4.7826 1.9542 2.2366 0.9461 -0.4021 -0.0665 0.05
```
Forces are in eV/Å.

Values from the calculation:
E_HOMO: -8.1460 eV
Largest force on an atom: 8.88 eV Å⁻¹
Total charge: +2
Multiplicity: 1
Energy above the lowest of the compared OMol25 structures with the same formula, charge and spin: 7.2215 eV
LUMO level: -5.02 eV